Entry A
Below is a 2-piece molecular cluster, C3H7N5O overall, with properties calculated with ωB97M-V/def2-TZVPD.

## Properties
frontier orbital gap	7.9	eV
molecular weight	129.1	g mol⁻¹
lowest unoccupied orbital energy	-0.02	eV
HOMO energy	-7.96	eV

The geometry in ORCA input format:
```
! RIJCOSX wB97M-V def2-TZVPD def2/J DEFGRID3
* xyz 0 1
C 0.77295 0.48412 0.84603
C -0.63810 -0.49468 -0.60778
C 0.55754 -0.76671 -0.01986
H 2.43111 -0.34554 1.66932
H 2.31562 1.55133 1.44930
H -1.79376 1.68380 -2.06814
H -2.40736 1.82746 0.05774
H -2.15123 -0.06516 -2.02716
H 0.55763 -2.71018 1.00945
H 1.77347 -2.54006 -0.32514
N 1.84597 0.58824 1.72636
N -0.13999 1.41045 0.74452
N -0.80040 0.87990 -0.41246
N -2.04249 1.29569 -0.68874
N 1.11673 -1.95147 0.51264
O -1.39770 -0.84719 -1.86607
*
```

Entry B
Below is C3H7N5O as an isolated structure, with properties calculated with ωB97M-V/def2-TZVPD.

## Properties
frontier orbital gap	8.1	eV
molecular weight	129.1	g mol⁻¹
lowest unoccupied orbital energy	0.40	eV
HOMO energy	-7.68	eV

The geometry in ORCA input format:
```
! RIJCOSX wB97M-V def2-TZVPD def2/J DEFGRID3
* xyz 0 1
N 0.95106 -1.24014 -0.33059
N 1.55167 -0.32397 -1.26654
C -0.96770 -0.78015 -0.19424
C 0.88689 0.55886 -0.39741
C -0.62238 0.51888 -0.33954
N -1.68079 -1.43119 0.69817
N -1.33921 1.65738 -0.29906
O 1.84864 -1.65584 0.65080
N 1.57650 1.44323 0.30460
H 2.26787 -0.80623 0.93614
H 1.17269 -0.40287 -2.20526
H -1.68197 -2.44356 0.63098
H -1.77819 -1.04061 1.63231
H -2.34681 1.59348 -0.26302
H -0.83063 2.48552 -0.58523
H 0.99236 1.86721 1.02790
*
```

entry B has the most favorable energy; the next structure is 56.8 kJ/mol above.

Entry A
Below is C8H12AsAuN2O7S2 as an isolated structure, with properties calculated with ωB97M-V/def2-TZVPD.

## Properties
frontier orbital gap (spin up / spin down)	4.9 / 4.9	eV
molecular weight	584.2	g mol⁻¹
lowest unoccupied orbital energy (spin up / spin down)	-4.16 / -4.15	eV
HOMO energy (spin up / spin down)	-9.02 / -9.02	eV

The geometry in ORCA input format:
```
! RIJCOSX wB97M-V def2-TZVPD def2/J DEFGRID3
* xyz 0 1
Au 0.29913 -1.60028 1.07895
O -1.96277 -2.35408 -1.49125
As -0.17337 -2.33018 -1.84505
O -0.09517 -3.28788 -3.13005
O 0.33413 -2.90648 -0.36565
C -0.13257 -0.42228 -2.22975
C -1.26247 0.20042 -2.74055
C -1.18577 1.54872 -3.05595
C -0.00657 2.25502 -2.87795
C 1.11873 1.62622 -2.36435
C 1.02263 0.28482 -2.06465
S 2.39663 -0.68628 -1.39275
O 3.61353 -0.00508 -1.72195
O 2.20803 -1.98748 -1.98535
O 2.13613 -0.61078 0.06705
H -2.23157 -3.26278 -1.65885
H -2.17547 -0.36488 -2.87465
H -2.06727 2.05092 -3.42985
H 0.04383 3.30142 -3.13985
H 2.05653 2.13572 -2.21065
N -2.02527 1.18262 2.90445
C -0.95617 1.40802 2.14705
N 0.01143 2.21412 2.57565
S -0.96537 0.86872 0.53035
H -2.01407 1.37282 3.89505
H -2.70267 0.52482 2.55765
H 0.10553 2.41702 3.55855
H 0.84423 2.27602 2.01215
C 0.77903 -1.19248 3.88375
O 0.18583 -0.60838 2.77435
H 0.00783 -1.68508 4.49225
H 1.26783 -0.42158 4.49225
H 1.52553 -1.94148 3.60945
*
```

Entry B
Below is C8H12AsAuN2O7S2 as an isolated structure, with properties calculated with ωB97M-V/def2-TZVPD.

## Properties
frontier orbital gap	8.0	eV
molecular weight	584.2	g mol⁻¹
lowest unoccupied orbital energy	-1.51	eV
HOMO energy	-9.54	eV

The geometry in ORCA input format:
```
! RIJCOSX wB97M-V def2-TZVPD def2/J DEFGRID3
* xyz 0 1
Au 0.52644 0.58241 -0.04920
O 3.14777 0.14137 -2.81692
As 1.58375 -0.69353 -2.86962
O 1.17702 -0.95050 -4.41001
O 0.53549 0.36045 -2.01320
C 2.04853 -2.14884 -1.68091
C 3.37270 -2.57334 -1.71749
C 3.80123 -3.61537 -0.90688
C 2.91000 -4.23970 -0.05019
C 1.58702 -3.82677 -0.00493
C 1.15524 -2.79027 -0.81877
S -0.56076 -2.32015 -0.68885
O -1.25132 -3.37252 -0.00914
O -0.98749 -1.92572 -1.99342
O -0.48676 -1.13603 0.30724
H 3.22185 0.64847 -3.63570
H 4.07023 -2.08036 -2.38026
H 4.83268 -3.93967 -0.95280
H 3.23783 -5.05853 0.57681
H 0.86787 -4.31253 0.63995
N 1.66950 3.66624 1.84786
C 2.33972 2.65375 1.33702
N 3.24688 2.01302 2.04800
S 2.12821 2.22267 -0.35023
H 1.65817 3.84790 2.83927
H 0.93745 4.06839 1.28653
H 3.34660 2.16122 3.04012
H 3.65271 1.18181 1.65051
C -0.73216 0.63567 2.58907
O 0.43024 1.01853 1.87596
H -1.42638 1.47939 2.67096
H -0.42694 0.33070 3.59427
H -1.25279 -0.20774 2.13762
*
```

entry B has the most favorable energy; the next structure is 292.0 kJ/mol above.

Entry A
Below is a 2-piece molecular cluster, C2H8N3O overall, with properties calculated with ωB97M-V/def2-TZVPD.

## Properties
frontier orbital gap	9.8	eV
molecular weight	90.1	g mol⁻¹
lowest unoccupied orbital energy	-3.26	eV
HOMO energy	-13.08	eV

The geometry in ORCA input format:
```
! RIJCOSX wB97M-V def2-TZVPD def2/J DEFGRID3
* xyz 1 1
C 1.58748 0.40401 2.08645
C -0.94093 -0.03069 0.08582
N 0.75978 0.02007 -1.58342
N -0.48498 -0.48046 -1.13889
N -2.12138 -0.37812 0.38859
O 1.52691 0.70728 0.89410
H 1.64436 -0.61266 2.28335
H 1.27276 1.15837 2.79791
H 1.18492 0.31898 -0.63653
H 1.15388 -0.62412 -2.22407
H -1.05188 -0.69266 -2.09313
H 0.64242 1.05833 -1.96089
H -2.32404 -0.08754 1.29958
H -2.84930 -0.76081 -0.19885
*
```

Entry B
Below is a 2-piece molecular cluster, C2H8N3O overall, with properties calculated with ωB97M-V/def2-TZVPD.

## Properties
frontier orbital gap	9.2	eV
molecular weight	90.1	g mol⁻¹
lowest unoccupied orbital energy	-5.14	eV
HOMO energy	-14.33	eV

The geometry in ORCA input format:
```
! RIJCOSX wB97M-V def2-TZVPD def2/J DEFGRID3
* xyz 1 1
C -0.86121 1.66587 -0.87455
N 0.37833 1.46228 -1.04690
H -1.45593 0.91163 -0.37033
H -1.31234 2.57730 -1.24465
H 0.92798 2.19850 -1.48079
H 0.81228 0.51744 -0.87112
N 0.09482 -0.49773 1.74961
C -0.29225 -1.25395 0.66828
N 0.64474 -1.25905 -0.40847
O -1.36917 -1.77595 0.57459
H -0.51209 -0.65713 2.54339
H 1.07055 -0.41176 1.98569
H 1.55726 -1.58145 -0.09931
H 0.31702 -1.89601 -1.12545
*
```

entry B has the most favorable energy; the next structure is 416.6 kJ/mol above.

Entry A
Below is a 8-piece molecular cluster, C24H48O24 overall, with properties calculated with ωB97M-V/def2-TZVPD.

## Properties
frontier orbital gap	10.5	eV
molecular weight	720.6	g mol⁻¹
SMILES	COC(=O)OC.COC(=O)OC.COC(=O)OC.COC(=O)OC.COC(=O)OC.COC(=O)OC.COC(=O)OC.COC(=O)OC
lowest unoccupied orbital energy	0.38	eV
HOMO energy	-10.13	eV

The geometry in ORCA input format:
```
! RIJCOSX wB97M-V def2-TZVPD def2/J DEFGRID3
* xyz 0 1
C 0.25138 -0.08981 -2.95986
O 0.59531 -0.15051 -1.55138
C -0.30025 0.11596 -0.58074
O -1.51678 0.43755 -0.67980
O 0.24244 -0.09553 0.63210
C -0.39134 0.42296 1.84298
H 0.61721 -1.04725 -3.33077
H 0.66758 0.75133 -3.51426
H -0.79623 -0.07956 -3.26070
H 0.01415 -0.24041 2.60693
H -1.48101 0.42137 1.81621
H -0.17556 1.47917 2.00404
C 3.20039 6.03802 0.51024
O 2.05764 5.41884 1.03717
C 2.07528 4.36389 1.86667
O 1.04227 3.90200 2.35629
O 3.28300 3.89624 2.03661
C 3.51365 2.69232 2.77742
H 3.72850 6.64737 1.24364
H 2.84080 6.56079 -0.37605
H 4.01577 5.40260 0.16457
H 3.45177 1.83199 2.11100
H 2.73573 2.69717 3.54091
H 4.43321 2.66920 3.36220
C 1.34615 -5.44986 -4.92490
O -0.04950 -5.56893 -5.29759
C -0.83153 -4.53171 -4.93260
O -0.47049 -3.49363 -4.33083
O -2.04344 -4.90111 -5.23076
C -3.14189 -4.03250 -5.12788
H 1.75996 -4.68934 -5.58708
H 1.77867 -6.44277 -5.04801
H 1.46125 -5.17769 -3.87572
H -4.02387 -4.61455 -4.86060
H -3.30602 -3.31789 -5.93441
H -2.99439 -3.48733 -4.19561
C 4.16908 -0.58044 6.77416
O 3.16467 -0.07993 5.92076
C 2.42992 0.95823 6.41881
O 2.60371 1.59239 7.45806
O 1.53085 1.27869 5.46337
C 0.71599 2.47124 5.59402
H 3.84341 -1.10350 7.67330
H 4.83981 0.25317 6.98226
H 4.79725 -1.20015 6.13426
H 1.35818 3.33743 5.75340
H 0.02304 2.30189 6.41819
H 0.22064 2.71093 4.65313
C 4.42826 2.27723 -4.27476
O 3.42537 3.02671 -4.90743
C 2.48450 2.43866 -5.61468
O 2.25416 1.23747 -5.65343
O 1.83241 3.36341 -6.36910
C 0.78578 2.79080 -7.19606
H 4.99414 2.69523 -3.44220
H 5.16104 1.91662 -4.99662
H 3.85833 1.48119 -3.79559
H -0.07981 2.40874 -6.65486
H 1.20282 2.12216 -7.94911
H 0.34187 3.65314 -7.69346
C 0.01826 -4.81279 7.67235
O -0.05054 -4.26067 6.35061
C 0.93299 -3.39777 5.93652
O 1.76319 -2.94947 6.69205
O 0.71157 -3.11700 4.62583
C 1.50254 -2.04581 4.09965
H -0.99613 -5.08744 7.96162
H 0.29054 -4.15184 8.49521
H 0.66969 -5.68638 7.64856
H 2.52210 -2.41448 4.21222
H 1.29149 -1.02413 4.41544
H 1.51656 -1.99955 3.01072
C -3.04256 -0.73779 -4.88526
O -4.37121 -0.92644 -5.42251
C -4.78916 -0.30606 -6.53339
O -4.19972 0.58576 -7.17662
O -5.88168 -0.99193 -6.90351
C -6.27397 -0.78009 -8.30347
H -2.41838 -1.30549 -5.57534
H -2.99336 -1.21999 -3.90896
H -2.85859 0.33644 -4.90211
H -6.84349 -1.61113 -8.71953
H -5.46512 -0.83433 -9.03212
H -6.76630 0.18232 -8.44303
C -2.04473 -1.25395 4.78102
O -2.39666 0.12742 4.82083
C -3.08462 0.69994 3.82914
O -3.63977 0.15516 2.86323
O -3.32596 1.97551 4.20702
C -4.21880 2.81631 3.41841
H -2.96659 -1.82840 4.87200
H -1.25616 -1.53519 5.47898
H -1.68112 -1.52065 3.78867
H -3.81715 3.23844 2.49723
H -4.65038 3.66302 3.95219
H -5.16169 2.32877 3.17066
*
```

Entry B
Below is a 8-piece molecular cluster, C24H48O24 overall, with properties calculated with ωB97M-V/def2-TZVPD.

## Properties
frontier orbital gap	11.0	eV
molecular weight	720.6	g mol⁻¹
SMILES	COC(=O)OC.COC(=O)OC.COC(=O)OC.COC(=O)OC.COC(=O)OC.COC(=O)OC.COC(=O)OC.COC(=O)OC
lowest unoccupied orbital energy	0.48	eV
HOMO energy	-10.55	eV

The geometry in ORCA input format:
```
! RIJCOSX wB97M-V def2-TZVPD def2/J DEFGRID3
* xyz 0 1
C -1.59127 0.77913 -0.48444
O -0.53049 0.06425 0.13822
C 0.09671 -0.85629 -0.59979
O 0.26111 -0.78413 -1.79700
O 0.56606 -1.78439 0.21545
C 1.40500 -2.82767 -0.23530
H -2.20742 0.14017 -1.11600
H -1.17557 1.58222 -1.08664
H -2.23690 1.08618 0.32848
H 2.26997 -2.52122 -0.82809
H 0.82487 -3.41476 -0.96234
H 1.71106 -3.56963 0.49351
C -3.92044 6.28467 5.33958
O -4.24217 5.38048 4.31213
C -3.50820 4.25911 4.24886
O -2.44919 4.11494 4.78015
O -4.13125 3.41805 3.40778
C -3.44291 2.23596 3.05287
H -4.84326 6.80784 5.56752
H -3.07376 6.94897 5.16161
H -3.62020 5.76658 6.26055
H -4.10432 1.51867 2.57464
H -3.15800 1.64922 3.94226
H -2.49299 2.32892 2.52616
C 2.25887 -2.63055 -3.99401
O 1.02477 -3.31222 -4.21187
C 1.07607 -4.32986 -5.05582
O 2.05266 -4.81367 -5.52791
O -0.17379 -4.72648 -5.31167
C -0.28460 -5.98975 -5.95954
H 2.83375 -2.49410 -4.90403
H 2.88105 -3.20357 -3.29759
H 2.02257 -1.72289 -3.44977
H 0.40845 -6.72647 -5.55048
H -0.02801 -5.91654 -7.01742
H -1.30839 -6.30975 -5.80589
C 6.35154 -3.84354 -4.00243
O 5.88164 -3.51572 -2.69932
C 5.11104 -4.41226 -2.10365
O 4.78566 -5.44463 -2.58785
O 4.64028 -4.02360 -0.92773
C 5.16246 -2.92870 -0.18318
H 5.72548 -3.37622 -4.75727
H 6.31514 -4.91968 -4.17785
H 7.39868 -3.55852 -4.01239
H 4.89722 -1.96560 -0.61976
H 6.24214 -3.03868 -0.09204
H 4.72019 -2.96295 0.80795
C 1.81826 1.74833 -2.82758
O 3.17928 2.18185 -3.00489
C 4.19104 1.36101 -2.93088
O 4.12004 0.15718 -2.73695
O 5.29882 2.09129 -2.99351
C 6.55847 1.44635 -2.93222
H 1.51571 1.03649 -3.58791
H 1.25315 2.67464 -2.84342
H 1.75035 1.35012 -1.81430
H 6.50969 0.58276 -2.26470
H 7.26338 2.12586 -2.46060
H 6.88078 1.13843 -3.92154
C -0.98444 -1.36499 3.70672
O -1.88577 -0.79956 2.77292
C -2.70646 -1.61549 2.15999
O -2.96528 -2.72893 2.48676
O -3.24548 -0.94978 1.15387
C -4.20256 -1.50622 0.30038
H -0.21025 -1.89639 3.13864
H -1.44196 -2.11713 4.34872
H -0.49153 -0.59806 4.29135
H -5.20455 -1.52666 0.73558
H -3.98604 -2.54467 0.03644
H -4.27582 -0.95654 -0.63392
C 4.83359 4.26544 2.80513
O 3.62819 3.62058 3.25646
C 3.03027 2.81729 2.38666
O 3.33563 2.62368 1.23978
O 1.97301 2.28070 2.98361
C 0.97501 1.76185 2.13236
H 5.66623 3.61649 3.06402
H 4.89112 5.17454 3.39475
H 4.76537 4.49220 1.74731
H 0.06410 1.50011 2.65709
H 1.31266 0.83166 1.66137
H 0.81531 2.43448 1.28670
C -9.45297 1.79534 3.05588
O -8.28282 1.13963 2.57314
C -7.45092 1.93242 1.93335
O -7.47836 3.11924 1.93666
O -6.56104 1.15856 1.31419
C -5.67922 1.79431 0.40417
H -10.13712 2.08972 2.26762
H -9.12853 2.65183 3.65216
H -9.92303 1.13014 3.77505
H -6.22134 2.04500 -0.50996
H -4.77617 1.21773 0.25177
H -5.33913 2.77583 0.75316
*
```

entry B has the most favorable energy; the next structure is 238.5 kJ/mol above.

Entry A
Below is a 4-piece molecular cluster, CH9O3S overall, with properties calculated with ωB97M-V/def2-TZVPD.

## Properties
frontier orbital gap	6.0	eV
molecular weight	101.1	g mol⁻¹
lowest unoccupied orbital energy	2.84	eV
HOMO energy	-3.18	eV

The geometry in ORCA input format:
```
! RIJCOSX wB97M-V def2-TZVPD def2/J DEFGRID3
* xyz -1 1
C 3.03870 -0.75248 0.40408
S 1.78041 -1.63068 1.41420
H 3.86994 -1.42530 0.17472
H 3.47638 0.07705 0.96258
H 2.58834 -0.42235 -0.53043
H 1.08431 1.59916 1.56566
H 0.55559 0.33028 1.05935
O 0.36098 1.29091 0.99383
H 0.44652 -2.85716 0.06058
H -0.31889 -2.49137 -1.20128
O -0.26221 -3.19713 -0.55009
H -4.79062 3.29636 -1.65573
H -6.11113 2.66503 -1.22665
O -5.71831 3.51768 -1.47083
*
```

Entry B
Below is a 4-piece molecular cluster, CH9O3S overall, with properties calculated with ωB97M-V/def2-TZVPD.

## Properties
frontier orbital gap	7.3	eV
molecular weight	101.1	g mol⁻¹
lowest unoccupied orbital energy	4.01	eV
HOMO energy	-3.26	eV

The geometry in ORCA input format:
```
! RIJCOSX wB97M-V def2-TZVPD def2/J DEFGRID3
* xyz -1 1
C 1.63218 0.03817 0.23460
S 0.23555 1.07881 -0.33761
H 2.55340 0.11047 -0.34064
H 1.25862 -0.97901 0.11611
H 1.84020 0.12976 1.30187
H -1.14769 1.34761 2.85127
H -0.39786 2.02881 1.80916
O -0.52334 2.06791 2.78395
H 0.29454 -0.54651 -2.23841
H 0.39391 -1.93845 -1.55366
O 0.20924 -1.50748 -2.39788
H -1.73952 -0.97315 -1.34777
H -2.21618 -0.00604 -0.22443
O -2.39303 -0.85090 -0.65657
*
```

entry B has the most favorable energy; the next structure is 23.1 kJ/mol above.